[1]
A cluster of 11 separate species, C20H60F6O20P in total in a non-equilibrium geometry, computed with wB97M-V/def2-TZVPD.

Structure (ORCA input):
```
! RIJCOSX wB97M-V def2-TZVPD def2/J DEFGRID3
* xyz -1 1
P -1.053 0.896 0.193
F -1.345 0.020 -1.132
F -0.263 -0.332 0.827
F 0.295 1.454 -0.388
F -0.652 1.776 1.525
F -1.904 2.142 -0.438
F -2.439 0.432 0.987
C -5.123 3.853 1.060
C -4.111 3.034 1.841
O -4.130 3.364 3.219
O -6.472 3.510 1.496
H -4.910 3.756 0.031
H -5.034 4.878 1.327
H -3.121 3.254 1.522
H -4.415 1.958 1.663
H -4.788 2.913 3.707
H -6.845 2.994 0.823
C 6.764 1.177 -3.103
C 6.121 -0.065 -2.597
O 4.845 -0.034 -1.946
O 6.888 2.258 -2.185
H 6.260 1.630 -3.979
H 7.758 0.902 -3.401
H 6.766 -0.605 -1.897
H 6.065 -0.763 -3.429
H 4.843 0.799 -1.426
H 7.426 2.054 -1.374
C 0.786 -2.830 -3.558
C -0.681 -2.582 -3.855
O -1.367 -2.146 -2.769
O 1.012 -3.837 -2.633
H 1.264 -1.895 -3.252
H 1.181 -3.217 -4.541
H -1.118 -3.519 -4.181
H -0.673 -1.819 -4.677
H -1.077 -2.294 -1.830
H 1.359 -3.394 -1.827
C 3.505 -2.397 0.362
C 2.820 -1.178 0.970
O 3.438 -0.636 2.056
O 3.011 -2.624 -0.977
H 3.316 -3.275 0.958
H 4.575 -2.163 0.337
H 1.761 -1.427 1.018
H 2.702 -0.381 0.166
H 2.670 -0.475 2.605
H 3.588 -2.080 -1.561
C 0.832 0.982 4.468
C -0.550 1.557 4.784
O -1.493 0.806 5.526
O 0.691 -0.104 3.534
H 1.309 0.534 5.350
H 1.464 1.732 3.984
H -1.043 2.018 3.966
H -0.331 2.468 5.393
H -1.889 0.231 4.850
H 0.477 0.199 2.608
C -3.272 -1.508 3.740
C -2.069 -2.374 4.175
O -1.065 -2.293 3.133
O -2.995 -0.112 3.616
H -4.152 -1.510 4.478
H -3.789 -1.933 2.836
H -2.328 -3.403 4.299
H -1.696 -1.964 5.128
H -0.485 -1.585 3.510
H -2.536 0.002 2.745
C 0.355 3.246 -4.481
C -0.580 2.382 -3.649
O -0.056 1.061 -3.596
O 0.583 2.793 -5.768
H 1.285 3.521 -3.912
H -0.051 4.264 -4.482
H -1.531 2.281 -4.162
H -0.743 2.870 -2.683
H -0.365 0.578 -2.816
H 0.543 1.822 -5.714
C -1.164 -4.308 0.645
C -1.475 -5.270 -0.440
O -0.444 -5.512 -1.339
O -0.950 -3.016 0.075
H -0.273 -4.660 1.266
H -2.084 -4.390 1.382
H -2.395 -5.041 -1.024
H -1.714 -6.226 0.031
H -0.249 -4.795 -1.965
H -1.054 -2.297 0.735
C -4.334 -1.810 -0.997
C -5.359 -0.897 -0.394
O -6.707 -1.344 -0.597
O -4.462 -1.863 -2.449
H -4.436 -2.762 -0.486
H -3.393 -1.378 -0.744
H -5.232 0.153 -0.788
H -5.255 -0.970 0.640
H -6.631 -1.418 -1.546
H -3.552 -1.796 -2.771
C 4.441 3.449 -0.282
C 5.288 4.460 0.634
O 4.759 4.423 1.987
O 4.852 2.159 -0.097
H 4.646 3.662 -1.308
H 3.344 3.618 -0.130
H 5.292 5.493 0.212
H 6.365 4.255 0.657
H 3.841 4.735 1.896
H 4.319 1.697 0.596
*
```

Calculated values
max |F| = 4.47 eV Å⁻¹
E_LUMO = 2.18 eV
HOMO-LUMO gap = 9.69 eV

Löwdin atomic charge list, values in e, 99 entries: atom 1 (P): 0.20, atom 2 (F): -0.13, atom 3 (F): -0.14, atom 4 (F): -0.12, atom 5 (F): -0.17, atom 6 (F): -0.15, atom 7 (F): -0.17, atom 8 (C): -0.21, atom 9 (C): -0.24, atom 10 (O): -0.05, atom 11 (O): -0.05, atom 12 (H): 0.10, atom 13 (H): 0.10, atom 14 (H): 0.09, atom 15 (H): 0.13, atom 16 (H): 0.06, atom 17 (H): 0.04, atom 18 (C): -0.25, atom 19 (C): -0.25, atom 20 (O): -0.07, atom 21 (O): -0.09, atom 22 (H): 0.14, atom 23 (H): 0.11, atom 24 (H): 0.12, atom 25 (H): 0.12, atom 26 (H): 0.05, atom 27 (H): 0.12, atom 28 (C): -0.25, atom 29 (C): -0.28, atom 30 (O): -0.08, atom 31 (O): -0.08, atom 32 (H): 0.13, atom 33 (H): 0.13, atom 34 (H): 0.12, atom 35 (H): 0.13, atom 36 (H): 0.09, atom 37 (H): 0.08, atom 38 (C): -0.20, atom 39 (C): -0.31, atom 40 (O): -0.03, atom 41 (O): -0.09, atom 42 (H): 0.12, atom 43 (H): 0.12, atom 44 (H): 0.10, atom 45 (H): 0.13, atom 46 (H): 0.06, atom 47 (H): 0.09, atom 48 (C): -0.18, atom 49 (C): -0.26, atom 50 (O): -0.07, atom 51 (O): -0.13, atom 52 (H): 0.13, atom 53 (H): 0.12, atom 54 (H): 0.09, atom 55 (H): 0.12, atom 56 (H): 0.01, atom 57 (H): 0.08, atom 58 (C): -0.22, atom 59 (C): -0.20, atom 60 (O): -0.10, atom 61 (O): -0.10, atom 62 (H): 0.14, atom 63 (H): 0.12, atom 64 (H): 0.10, atom 65 (H): 0.12, atom 66 (H): 0.06, atom 67 (H): 0.07, atom 68 (C): -0.30, atom 69 (C): -0.24, atom 70 (O): -0.08, atom 71 (O): -0.05, atom 72 (H): 0.12, atom 73 (H): 0.11, atom 74 (H): 0.12, atom 75 (H): 0.11, atom 76 (H): 0.05, atom 77 (H): 0.09, atom 78 (C): -0.25, atom 79 (C): -0.31, atom 80 (O): -0.07, atom 81 (O): -0.09, atom 82 (H): 0.14, atom 83 (H): 0.14, atom 84 (H): 0.13, atom 85 (H): 0.11, atom 86 (H): 0.04, atom 87 (H): 0.06, atom 88 (C): -0.22, atom 89 (C): -0.26, atom 90 (O): -0.06, atom 91 (O): -0.07, atom 92 (H): 0.12, atom 93 (H): 0.08, atom 94 (H): 0.14, atom 95 (H): 0.09, atom 96 (H): 0.06, atom 97 (H): 0.05, atom 98 (C): -0.25, atom 99 (C): -0.20


[2]
A cluster of 10 separate species, C20H60O12 in total in a non-equilibrium geometry, computed with wB97M-V/def2-TZVPD.

Structure (ORCA input):
```
! RIJCOSX wB97M-V def2-TZVPD def2/J DEFGRID3
* xyz 0 1
O 3.499 -4.040 0.272
C 2.242 -4.351 -0.323
C 2.185 -5.849 -0.512
O 0.884 -6.310 -0.851
H 4.170 -4.126 -0.414
H 1.449 -4.073 0.377
H 2.042 -3.749 -1.211
H 2.459 -6.285 0.453
H 2.935 -6.136 -1.262
H 0.881 -7.250 -0.651
O -2.745 -1.686 -0.786
C -3.193 -0.412 -0.340
C -2.751 0.682 -1.302
O -3.187 1.976 -0.778
H -1.819 -1.580 -1.043
H -4.288 -0.443 -0.361
H -2.851 -0.230 0.686
H -3.157 0.474 -2.295
H -1.681 0.868 -1.411
H -4.021 1.795 -0.326
C 1.399 3.267 3.881
C 2.713 2.782 4.468
O 3.342 1.843 3.603
H 1.603 3.742 2.920
H 0.841 3.870 4.600
H 0.724 2.431 3.675
H 2.499 2.263 5.400
H 3.317 3.685 4.590
H 3.475 2.287 2.755
C 0.248 0.521 0.610
C 0.311 -1.008 0.880
O -0.115 -1.579 -0.373
H -0.779 0.806 0.395
H 0.808 0.627 -0.325
H 0.732 1.147 1.357
H -0.545 -1.178 1.542
H 1.236 -1.381 1.313
H 0.406 -2.373 -0.533
C 1.047 4.822 -0.503
C 2.359 4.080 -0.557
O 2.556 3.085 0.469
H 1.033 5.380 0.437
H 0.179 4.160 -0.448
H 0.888 5.419 -1.398
H 3.210 4.761 -0.624
H 2.362 3.488 -1.483
H 2.743 2.261 0.017
C 1.829 -1.351 -2.900
C 2.588 -0.224 -3.564
O 2.689 0.840 -2.585
H 1.730 -2.219 -3.558
H 0.819 -1.037 -2.632
H 2.322 -1.736 -2.007
H 2.076 0.198 -4.428
H 3.561 -0.637 -3.840
H 3.554 1.240 -2.729
C -1.212 -3.801 -2.484
C -2.124 -4.947 -2.937
O -2.014 -6.073 -2.097
H -1.556 -3.462 -1.506
H -1.123 -3.011 -3.231
H -0.183 -4.146 -2.325
H -1.883 -5.199 -3.973
H -3.119 -4.514 -2.855
H -1.094 -6.293 -1.920
C -1.966 2.419 2.708
C -1.247 3.583 2.049
O -2.127 4.089 1.046
H -1.500 2.105 3.644
H -2.023 1.520 2.082
H -3.033 2.587 2.878
H -0.337 3.230 1.552
H -0.985 4.320 2.806
H -2.344 3.271 0.571
C -1.412 3.786 -3.940
C -0.463 2.963 -3.077
O 0.031 1.729 -3.605
H -1.762 3.203 -4.797
H -0.884 4.640 -4.362
H -2.271 4.048 -3.329
H -1.091 2.634 -2.242
H 0.347 3.611 -2.744
H 0.757 1.495 -3.010
C -2.291 -2.523 3.763
C -1.210 -1.642 4.377
O -1.840 -0.601 5.115
H -2.867 -1.963 3.027
H -2.936 -2.908 4.551
H -1.868 -3.368 3.211
H -0.463 -1.223 3.699
H -0.526 -2.145 5.080
H -2.191 -0.969 5.929
*
```

Calculated values
max |F| = 2.96 eV Å⁻¹
SMILES = OCCO.OCCO.CCO.CCO.CCO.CCO.CCO.CCO.CCO.CCO
E_LUMO = 0.18 eV
ΔE to the lowest compared entry with this formula, charge and spin = 1.008 eV
HOMO-LUMO gap = 9.81 eV

Atom-resolved charges from Löwdin, all expressed in e: atom 1 (O): -0.05, atom 2 (C): -0.26, atom 3 (C): -0.24, atom 4 (O): -0.07, atom 5 (H): 0.09, atom 6 (H): 0.12, atom 7 (H): 0.09, atom 8 (H): 0.13, atom 9 (H): 0.13, atom 10 (H): 0.10, atom 11 (O): -0.09, atom 12 (C): -0.24, atom 13 (C): -0.20, atom 14 (O): -0.09, atom 15 (H): 0.03, atom 16 (H): 0.13, atom 17 (H): 0.10, atom 18 (H): 0.13, atom 19 (H): 0.09, atom 20 (H): 0.09, atom 21 (C): -0.10, atom 22 (C): -0.31, atom 23 (O): -0.08, atom 24 (H): 0.06, atom 25 (H): 0.08, atom 26 (H): 0.06, atom 27 (H): 0.11, atom 28 (H): 0.11, atom 29 (H): 0.06, atom 30 (C): -0.04, atom 31 (C): -0.22, atom 32 (O): -0.12, atom 33 (H): 0.04, atom 34 (H): 0.07, atom 35 (H): 0.07, atom 36 (H): 0.09, atom 37 (H): 0.12, atom 38 (H): 0.05, atom 39 (C): -0.08, atom 40 (C): -0.29, atom 41 (O): -0.09, atom 42 (H): 0.08, atom 43 (H): 0.05, atom 44 (H): 0.08, atom 45 (H): 0.11, atom 46 (H): 0.09, atom 47 (H): 0.06, atom 48 (C): -0.09, atom 49 (C): -0.27, atom 50 (O): -0.11, atom 51 (H): 0.08, atom 52 (H): 0.06, atom 53 (H): 0.06, atom 54 (H): 0.11, atom 55 (H): 0.11, atom 56 (H): 0.09, atom 57 (C): -0.09, atom 58 (C): -0.30, atom 59 (O): -0.07, atom 60 (H): 0.06, atom 61 (H): 0.08, atom 62 (H): 0.06, atom 63 (H): 0.11, atom 64 (H): 0.11, atom 65 (H): 0.05, atom 66 (C): -0.08, atom 67 (C): -0.32, atom 68 (O): -0.09, atom 69 (H): 0.06, atom 70 (H): 0.05, atom 71 (H): 0.09, atom 72 (H): 0.07, atom 73 (H): 0.11, atom 74 (H): 0.03, atom 75 (C): -0.06, atom 76 (C): -0.30, atom 77 (O): -0.08, atom 78 (H): 0.08, atom 79 (H): 0.07, atom 80 (H): 0.07, atom 81 (H): 0.08, atom 82 (H): 0.09, atom 83 (H): 0.03, atom 84 (C): -0.08, atom 85 (C): -0.32, atom 86 (O): -0.09, atom 87 (H): 0.07, atom 88 (H): 0.07, atom 89 (H): 0.07, atom 90 (H): 0.09, atom 91 (H): 0.11, atom 92 (H): 0.08